C34H83HgN3O13S2 as an isolated structure in a non-equilibrium geometry. Source: the Open Molecules 2025 dataset; level of theory: ωB97M-V/def2-TZVPD.

Each line ends with the Löwdin charge.
Positions of all 136 atoms, in Å:
Hg -4.29428 1.06965 1.21321  1.196
C 2.67635 1.71283 0.07205  -0.030
C 3.89899 1.26873 0.85082  -0.749
O 3.72843 0.99755 2.07071  -0.030
O 5.00121 1.17808 0.28748  -0.031
H 2.52001 2.77999 0.23856  0.070
H 1.83606 1.09699 0.37873  0.028
H 2.83930 1.58066 -1.00034  0.059
C -0.93992 1.57778 -0.48921  -0.060
C -1.45278 0.23561 0.01674  -0.537
C -0.30782 -0.75500 0.16711  -0.031
O -2.18349 0.47014 1.21632  -0.400
H -1.62725 2.42473 -0.43422  0.069
H -0.61747 1.43601 -1.53134  0.082
H -0.01315 1.91151 -0.01587  0.049
H -2.18724 -0.12979 -0.71577  0.108
H -0.63961 -1.78816 0.15390  0.058
H 0.25178 -0.43021 1.05553  0.085
H 0.47853 -0.61212 -0.58228  0.082
C 0.28677 3.70346 2.31635  -0.055
C 0.38785 2.33263 2.94020  -0.450
C 1.23144 2.22844 4.17942  -0.041
O -0.95008 1.93765 3.36977  -0.100
H 1.27899 4.03204 1.97579  0.091
H -0.09146 4.50258 2.95796  0.081
H -0.31138 3.70063 1.39795  0.047
H 0.69767 1.57677 2.21439  0.109
H 1.07069 1.32793 4.76212  0.077
H 1.04195 3.09307 4.82730  0.083
H 2.28908 2.30003 3.90979  0.079
H -1.46020 1.57482 2.62801  0.012
C 4.46207 -2.92693 -0.74137  -0.056
C 4.91817 -2.14704 -1.94567  -0.499
C 4.71263 -0.65280 -1.89033  -0.058
O 6.32462 -2.29908 -2.20379  -0.055
H 3.39854 -2.83300 -0.54206  0.073
H 5.10180 -2.70680 0.11782  0.101
H 4.70844 -3.97964 -0.93077  0.070
H 4.42530 -2.51271 -2.85452  0.125
H 4.92364 -0.18868 -2.85203  0.082
H 5.26655 -0.20891 -1.06261  0.061
H 3.64991 -0.43357 -1.69795  0.066
H 6.49684 -3.24246 -2.30741  0.080
C -5.39473 -3.86561 -1.24654  -0.058
C -4.19572 -3.72367 -0.32385  -0.463
C -2.90207 -3.46863 -1.07539  -0.048
O -4.45179 -2.61073 0.55724  -0.094
H -5.36460 -4.78708 -1.83387  0.087
H -5.37794 -3.05056 -1.98098  0.082
H -6.34210 -3.85652 -0.71145  0.080
H -4.09989 -4.61441 0.29832  0.143
H -2.67462 -4.20762 -1.84366  0.076
H -2.08985 -3.42371 -0.34364  0.064
H -2.89843 -2.47723 -1.54670  0.068
H -4.72127 -1.85645 0.02403  0.048
C -0.73971 -3.12837 3.30923  -0.064
C -1.92084 -2.67492 4.15206  -0.392
C -1.39305 -1.92671 5.36322  -0.255
O -0.91838 -2.82313 6.30380  -0.154
C -0.34618 -2.14651 7.38525  -0.122
N -2.82049 -1.77666 3.33901  0.046
H -0.09973 -3.85792 3.80981  0.071
H -0.16648 -2.27951 2.93011  0.080
H -1.00702 -3.67436 2.39024  0.062
H -2.57806 -3.49188 4.45993  0.142
H -2.21749 -1.29870 5.72399  0.126
H -0.61479 -1.27491 4.93694  0.128
H -1.08580 -1.46610 7.84790  0.088
H 0.48234 -1.46432 7.14901  0.091
H -0.03546 -2.83252 8.16863  0.086
H -2.20573 -1.18960 2.76856  0.026
H -3.18037 -2.40868 2.62176  0.037
C -5.25395 4.58250 2.68418  -0.054
C -4.11183 4.37990 1.70919  -0.396
C -3.08233 5.47671 1.70652  -0.198
O -2.30396 5.26527 0.53758  -0.218
C -1.31939 6.24511 0.30731  -0.092
N -3.38961 3.08950 2.08164  -0.016
H -5.83345 3.68561 2.89444  0.072
H -5.93108 5.32418 2.25137  0.090
H -4.91465 5.02614 3.62333  0.092
H -4.47683 4.19710 0.69734  0.132
H -2.45167 5.42796 2.60827  0.136
H -3.47625 6.50117 1.62060  0.141
H -0.63421 5.88389 -0.45243  0.083
H -0.72807 6.47131 1.20334  0.093
H -1.82294 7.16986 0.00307  0.096
H -2.44900 3.17443 1.67265  0.047
H -3.16472 3.17607 3.08073  0.103
C 2.73426 6.57392 -5.39760  -0.067
C 1.46988 6.93225 -4.62503  -0.451
C 1.18171 5.96799 -3.49075  -0.232
O 1.61579 4.67369 -3.83136  -0.188
C 1.15561 3.72111 -2.89620  -0.113
N 1.46989 8.28777 -4.08421  0.031
H 3.59080 6.56699 -4.70948  0.086
H 2.92594 7.34365 -6.14820  0.075
H 2.76046 5.58948 -5.85842  0.074
H 0.65580 6.82272 -5.34914  0.137
H 0.09473 5.97802 -3.31161  0.121
H 1.64101 6.27869 -2.53894  0.127
H 0.09196 3.49420 -3.03852  0.083
H 1.39040 4.00077 -1.86240  0.081
H 1.72546 2.81264 -3.10680  0.087
H 2.32602 8.40234 -3.54009  0.075
H 1.59028 8.95970 -4.83855  0.070
C 0.83362 -5.93779 2.12352  -0.233
C 1.09857 -5.49496 0.66915  -0.211
C 2.59052 -5.60672 0.41062  -0.237
S 3.10221 -7.07393 1.31634  0.668
O 4.19594 -6.73125 2.18089  -0.312
O 3.15136 -8.17905 0.39778  -0.321
C 1.61824 -7.22249 2.32664  -0.221
H -0.24580 -5.96304 2.24307  0.108
H 1.24952 -5.20422 2.81667  0.104
H 0.60783 -4.55067 0.45365  0.101
H 0.67515 -6.29578 0.04697  0.122
H 3.11898 -4.76711 0.86880  0.091
H 2.87343 -5.63421 -0.63606  0.103
H 1.99866 -7.39631 3.32998  0.101
H 1.01554 -8.07329 2.01320  0.106
C 0.63685 -1.90711 -5.86512  -0.230
C -0.29868 -1.06856 -5.00626  -0.198
C -0.78692 -1.94125 -3.82712  -0.218
S -0.35519 -3.65360 -4.22078  0.659
O -1.49992 -4.51979 -4.12515  -0.332
O 0.88965 -3.99952 -3.57023  -0.324
C 0.02691 -3.29531 -5.96560  -0.212
H 1.60469 -2.06892 -5.39037  0.116
H 0.86638 -1.49428 -6.84630  0.119
H -1.15762 -0.70154 -5.55828  0.114
H 0.29665 -0.26627 -4.57111  0.111
H -1.87742 -1.97302 -3.84826  0.088
H -0.44527 -1.63222 -2.84614  0.088
H -0.98881 -3.27281 -6.36845  0.106
H 0.66159 -4.10399 -6.30729  0.110

Atomic forces in eV per Å
1.88 -0.06 0.59
0.21 -0.04 -0.61
0.77 -0.45 0.99
-0.66 0.19 -0.05
-0.01 0.58 -0.21
-0.28 -0.05 0.19
-0.14 0.26 0.11
0.04 -0.01 0.01
0.98 0.05 -0.87
-0.75 1.01 -0.89
0.40 0.74 0.51
-0.72 -0.49 0.28
-0.35 -0.25 -0.08
-0.29 0.21 0.00
-0.19 -0.22 0.39
0.32 -0.21 -0.09
0.12 -0.05 0.43
-0.29 -0.71 0.31
-0.49 -0.02 -0.44
0.99 0.44 -0.84
-1.49 -0.82 0.54
0.91 1.13 0.10
-0.46 0.22 0.08
-0.05 -0.05 0.15
-0.08 -0.34 0.36
-0.13 -0.16 0.14
0.33 0.26 -0.09
-0.14 -0.20 -0.25
-0.19 -0.13 0.05
-0.03 -0.26 -0.06
0.52 -0.27 -0.04
1.10 -0.71 -0.01
0.33 0.66 -1.24
-0.87 -0.18 0.35
0.01 -0.47 0.33
-0.03 0.14 0.12
-0.43 0.50 0.14
-0.39 -0.08 -0.08
-0.39 -0.23 0.13
0.39 0.00 0.02
0.04 0.04 -0.40
0.16 -0.12 0.09
0.10 0.09 0.02
0.13 -0.25 -0.57
-0.48 0.58 -0.56
0.39 0.17 0.32
0.20 -0.25 0.55
0.14 0.00 0.09
-0.13 0.04 0.12
0.05 0.08 0.16
0.00 0.19 0.21
-0.04 -0.08 0.08
0.06 -0.23 -0.12
-0.31 -0.10 -0.08
0.02 -0.16 -0.23
0.01 -1.08 -0.75
-0.47 0.47 -0.77
-0.86 0.45 -1.42
0.60 -0.25 0.33
-0.36 1.02 1.06
0.82 -0.59 -0.18
0.13 0.48 0.38
0.16 0.11 0.42
-0.52 0.15 0.16
0.34 -0.16 0.17
0.15 0.02 0.39
0.16 0.20 0.58
-0.07 -0.25 -0.06
0.15 -0.44 -0.47
0.07 -0.29 -0.26
-0.12 0.22 0.28
-0.38 0.24 0.08
-0.20 0.99 -0.27
0.00 -1.42 0.61
0.51 0.83 -0.94
0.09 -0.88 0.27
-0.05 0.54 0.38
-0.06 1.42 0.06
0.12 -0.13 -0.07
-0.09 -0.11 0.08
0.11 -0.26 0.06
-0.03 0.39 -0.03
-0.10 -0.01 -0.01
-0.45 -0.25 0.35
-0.13 0.00 -0.20
-0.08 -0.17 0.05
0.26 0.04 -0.20
-0.28 -0.49 -0.24
-0.21 -0.58 -0.09
0.88 0.23 0.53
0.11 -0.48 -0.69
-0.40 -0.01 0.23
-0.33 0.01 0.27
0.64 -0.56 -0.44
0.34 0.21 -0.05
-0.03 0.15 -0.06
-0.02 -0.09 -0.08
-0.43 0.01 -0.08
-0.18 0.30 0.17
0.04 -0.07 0.05
0.22 0.12 -0.17
-0.05 0.23 0.20
-0.22 0.14 -0.03
-0.13 -0.02 0.09
-0.21 -0.08 0.12
-0.25 -0.10 -0.02
0.78 0.91 -0.25
-0.15 -1.42 0.03
0.17 1.20 0.57
-0.76 0.40 -0.50
0.29 -0.23 0.01
0.33 -0.29 0.02
-0.49 -0.39 0.15
0.01 -0.51 0.46
-0.20 0.21 -0.07
0.30 0.16 -0.24
-0.46 0.40 -0.14
0.08 -0.12 0.05
-0.02 -0.38 -0.05
-0.21 0.10 0.13
0.34 -0.19 -0.19
0.48 -0.91 -0.55
0.87 -0.11 0.95
-1.01 -0.24 -0.65
1.25 0.30 -0.53
-0.16 -0.02 0.22
-0.40 0.01 0.17
-0.97 0.16 1.21
0.07 0.37 0.26
-0.28 0.18 -0.01
0.09 0.18 -0.14
-0.34 0.41 -0.29
0.00 0.10 0.33
0.24 -0.21 0.07
0.27 -0.20 -0.65
-0.07 -0.01 -0.29

The orbital gap comes out at 1.752 eV. The total energy comes out at -3437.121218 Eh.


C16H20AsI2N2O2PbTe4 as an isolated structure in a non-equilibrium geometry. Source: the Open Molecules 2025 dataset; level of theory: ωB97M-V/def2-TZVPD.

Each line ends with the Löwdin charge.
Positions of all 48 atoms, in Å:
Pb 0.73742 1.10060 -1.44551  0.880
I -5.58818 -0.83953 2.31492  0.899
C -4.00633 0.46277 1.78593  -0.699
C -2.99877 0.73748 2.68661  -0.222
C -1.99183 1.61243 2.32736  -0.619
I -0.52513 2.04963 3.76402  0.988
C -1.93828 2.19379 1.06087  -0.494
O -1.01348 3.04236 0.69513  -0.539
C -2.92857 1.83583 0.12991  -0.159
C -2.80943 2.30342 -1.29353  -0.128
N -1.88603 1.44321 -2.06529  -0.140
C -2.34773 0.05434 -2.16273  -0.159
C -2.04007 -0.73879 -0.91748  -0.290
C -2.87200 -1.76237 -0.48212  -0.017
C -2.53363 -2.46089 0.66546  -0.052
C -1.36771 -2.12905 1.34444  -0.029
C -0.58333 -1.11852 0.82519  -0.139
N -0.91698 -0.44584 -0.26875  -0.022
C -3.97007 1.01488 0.51802  -0.118
H -3.00490 0.28630 3.66761  0.089
H -3.80418 2.30669 -1.75879  0.133
H -2.41405 3.32303 -1.32878  0.129
H -1.84656 1.82943 -3.00719  0.120
H -3.42456 -0.00171 -2.36923  0.133
H -1.82291 -0.41900 -3.00122  0.133
H -3.76873 -1.99776 -1.03356  0.127
H -3.17713 -3.24317 1.03619  0.111
H -1.07105 -2.64985 2.24098  0.117
H 0.36062 -0.83350 1.27992  0.100
H -4.76172 0.79262 -0.17926  0.110
Te 5.76861 2.59467 -1.31694  0.015
Te 3.60413 3.26478 0.11682  0.036
Te 0.97535 2.56914 1.03169  0.622
Te 1.40608 3.93970 -1.24742  0.316
C 5.26749 -0.63749 1.00150  -0.203
As 3.87220 -1.01109 -0.28418  0.990
C 4.55029 -1.29377 -2.07704  -0.199
C 2.99160 -2.67714 0.29042  -0.197
O 2.73715 0.22076 -0.25879  -0.865
H 5.98595 -1.45501 0.99580  0.044
H 4.83324 -0.53927 1.99752  0.048
H 5.76853 0.29283 0.72521  -0.035
H 5.26135 -2.11773 -2.05419  0.043
H 5.05982 -0.38173 -2.40717  -0.011
H 3.72580 -1.54139 -2.74886  0.043
H 3.73359 -3.47519 0.29534  0.037
H 2.17863 -2.94378 -0.39039  0.038
H 2.59547 -2.55711 1.30156  0.035

Atomic forces in eV per Å
0.44 -1.70 -0.89
0.46 0.33 -0.13
-0.49 -0.34 0.13
-0.17 -0.13 0.22
-0.02 0.02 0.19
-0.53 -0.15 0.40
-0.87 -0.68 0.25
0.47 0.81 -0.20
-0.20 0.20 0.15
-0.10 0.28 0.09
-0.06 0.13 -0.14
-0.01 0.04 -0.11
-0.09 -0.45 0.14
0.24 -0.04 -0.03
0.10 0.07 -0.06
-0.06 -0.06 -0.17
0.12 -0.24 0.22
0.05 0.12 -0.21
-0.10 0.19 0.04
-0.01 0.00 0.06
0.07 -0.04 0.04
-0.06 -0.15 0.02
0.06 -0.10 0.11
0.09 -0.04 -0.03
-0.11 0.05 0.02
-0.15 0.00 -0.01
-0.07 -0.09 0.01
0.02 -0.02 0.08
-0.02 0.03 0.08
-0.10 -0.06 -0.18
-0.62 -0.14 0.13
2.27 0.45 0.30
0.36 0.30 0.51
-0.55 1.72 -0.91
0.01 -0.07 -0.22
-0.46 -0.27 0.11
0.19 0.08 0.29
0.38 0.35 -0.17
-0.35 -0.33 -0.10
0.03 -0.05 0.02
-0.11 -0.06 -0.14
-0.12 -0.10 -0.08
0.02 -0.05 -0.04
-0.19 -0.13 0.14
0.02 0.05 0.17
-0.03 -0.05 0.00
0.16 0.16 0.03
0.09 0.11 -0.13

The calculation puts the energy relative to the best compared isomer or geometry (same formula, charge and spin) at 41.9 kJ/mol. As for the net charge: +1. The orbital gap comes out at 5.481 eV. The total energy comes out at -4977.550040 Eh.


- What is the orbital gap in the second record?
  5.481 eV